Formula: C16H32BN2O4
Source: the Open Molecules 2025 dataset
Level of theory: ωB97M-V/def2-TZVPD

Total energy ... -28953.0266 eV
HOMO-LUMO gap ... 9.2 eV
Max |F| ... 1.5 eV/Å
HOMO energy ... -11.760 eV
Charge ... +1

Last column: Mulliken charge in e.
Cartesian coordinates (Å):
H1 -5.51834 -4.36755 -0.63402  0.298
H2 -3.02933 -1.63657 1.45244  0.254
C1 2.51120 1.19714 -1.19304  -1.098
H3 3.49725 1.41240 -1.59214  0.367
C2 0.78108 2.18725 0.10014  0.391
H4 -4.99613 -1.48390 -0.70958  0.286
H5 -4.07501 -3.49199 1.88151  0.298
H6 -4.59916 -2.68880 -1.92677  0.394
H7 4.32110 3.98585 -0.79035  0.270
H8 2.84680 1.26554 1.64169  0.501
C3 4.50002 2.40010 0.74660  -0.304
C4 -3.16589 0.74822 -1.11352  -1.348
N1 2.18492 2.22011 -0.18688  0.287
H9 -3.54723 1.76673 -1.09094  0.404
O1 0.00243 2.60228 -0.72984  -0.595
N2 -3.06596 -2.38208 -0.50951  0.361
O2 5.85270 1.67386 -1.26954  -0.634
H10 -4.11887 -5.09091 1.16458  0.443
C5 -2.78259 -3.70965 0.16612  -0.594
H11 -3.70009 0.23490 -1.91542  0.398
H12 2.47109 0.17600 -0.80084  0.310
H13 0.32443 0.51336 1.31330  0.182
H14 -0.77594 1.91496 1.47915  0.199
O3 2.67606 3.29970 1.78302  -0.454
C6 3.02029 2.13199 1.00072  -0.189
H15 0.80163 1.92381 2.27140  0.424
H16 -2.93464 0.74755 1.00170  0.405
C7 4.41461 3.86690 0.28198  -0.647
H17 -2.39426 -1.35755 -2.24613  0.393
C8 -3.36919 0.08754 0.24836  -0.617
C9 -4.53818 -2.45247 -0.86831  -0.557
H18 5.85677 -0.82577 -0.19066  0.319
H19 -2.10433 0.80310 -1.36118  0.287
C10 -4.04726 -4.03098 0.93440  -0.617
C11 5.75095 -0.06398 0.58286  -0.930
H20 4.91590 2.43968 1.75821  0.324
C12 0.25892 1.60171 1.38931  -0.809
B1 5.37660 1.33585 -0.02010  0.420
O4 2.72555 5.44771 1.09267  -0.557
H21 -1.64297 -1.20001 0.46475  0.567
C13 -2.20670 -2.29042 -1.72883  -1.096
H22 -1.88970 -3.60557 0.77835  0.315
H23 6.73376 0.02340 1.05285  0.298
H24 -1.16597 -2.34602 -1.42013  0.396
H25 1.82198 1.31419 -2.02483  0.430
C14 3.20103 4.36097 1.06004  0.492
H26 5.05910 -0.42268 1.34400  0.295
C15 -5.16538 -3.55526 -0.00137  -0.617
H27 -6.02463 -3.19056 0.55588  0.342
H28 -4.43188 0.04450 0.49672  0.451
H29 5.28308 4.39539 0.66851  0.427
H30 -2.44702 -3.12449 -2.38220  0.472
C16 -2.73081 -1.27508 0.46939  -0.799
H31 5.88276 0.90977 -1.85376  0.307
H32 -2.60452 -4.44021 -0.62076  0.456



Formula: C16H32Br16
Source: the Open Molecules 2025 dataset
Level of theory: ωB97M-V/def2-TZVPD

Total energy ... -1137790.7137 eV
HOMO-LUMO gap ... 10.0 eV
Max |F| ... 2.2 eV/Å
HOMO energy ... -9.901 eV
Structure (SMILES) ... BrCCBr.BrCCBr.BrCCBr.BrCCBr.BrCCBr.BrCCBr.BrCCBr.BrCCBr

Last column: Mulliken charge in e.
Cartesian coordinates (Å):
Br1 0.11404 1.64903 0.74921  -0.088
H1 2.02931 2.22332 -1.48253  -0.078
Br2 2.67621 -6.17519 -1.02125  -0.154
H2 -3.75894 -4.47015 0.99998  0.414
C1 1.43323 0.43800 5.58604  -0.542
Br3 2.74880 4.44755 -3.57835  -0.179
H3 2.04665 3.79366 1.32651  0.036
Br4 3.96561 3.08211 2.97418  -0.194
H4 2.20556 -0.40038 -0.49715  0.247
C2 3.65329 3.68805 -2.02795  -0.498
Br5 -2.24633 -5.98914 -1.36096  -0.162
C3 1.75255 -6.92568 -3.56717  -0.462
H5 3.10787 1.71617 -2.70904  0.599
H6 -6.16256 0.43272 -0.26457  0.437
H7 1.09006 0.22718 -1.66759  0.184
H8 -2.31284 -5.00401 1.70884  0.372
H9 2.23927 1.17005 5.53607  0.288
H10 3.77145 4.37824 -1.19261  0.366
H11 3.60815 5.90517 1.89876  0.405
H12 -5.53956 2.51759 1.33761  0.385
C4 -2.68483 -4.28605 0.97791  -0.630
C5 -1.92993 -4.34789 -0.32451  -0.375
Br6 -7.94405 1.70431 1.54112  -0.159
C6 2.35497 4.06713 2.33559  -0.239
H13 -0.24427 2.80245 -3.67846  0.182
H14 -1.71461 2.75293 -4.68131  0.406
H15 1.56133 3.95078 3.07363  0.413
C7 1.19744 -0.52994 -0.89084  -0.342
C8 -1.32095 2.63268 -3.67202  -0.427
C9 -5.99034 1.55505 1.57929  -0.532
C10 -5.53039 0.43352 0.62338  -0.692
H16 -0.87859 -4.16985 -0.09850  0.204
H17 3.34101 -5.43198 -3.30590  0.395
C11 -1.85606 1.39300 -3.05890  -0.289
C12 0.95076 -0.01746 4.23752  -0.420
Br7 4.00206 1.48289 -0.22856  -0.192
H18 2.22978 -7.81269 -3.15057  0.391
Br8 1.20391 6.56556 1.50039  -0.179
Br9 -0.90425 -0.19862 -3.74888  -0.149
H19 -5.68231 -0.56900 1.02335  0.370
C13 3.06563 2.32378 -1.80509  -0.440
H20 1.70222 -4.81786 -2.79504  0.015
Br10 -3.60365 0.56007 0.17185  -0.085
Br11 2.07160 -6.71176 -5.50446  -0.174
Br12 -0.01173 -1.69852 4.63549  -0.152
H21 -2.22680 -3.49445 -0.93412  0.331
Br13 0.09714 1.29246 6.70873  -0.135
H22 1.85069 -0.38654 6.16394  0.413
H23 0.19676 0.53948 3.68128  0.213
Br14 -2.55069 -2.49800 1.98391  -0.148
H24 1.72852 -0.34332 3.54686  0.333
H25 -5.75961 1.26687 2.60487  0.320
Br15 -1.79136 4.16922 -2.51583  -0.161
C14 2.70869 5.57878 2.42082  -0.721
H26 -0.88950 -0.40987 -0.25681  -0.042
Br16 1.06427 -2.42178 -1.44844  -0.146
H27 -2.00549 1.28562 -1.98454  -0.058
H28 0.10901 -0.82211 1.06319  0.458
H29 0.67487 -6.98543 -3.41505  0.295
H30 -2.85145 1.33839 -3.49973  0.460
H31 2.68391 6.03359 3.41109  0.439
C15 0.10940 -0.23684 0.14365  -0.163
H32 4.68183 3.43624 -2.28639  0.413
C16 2.36348 -5.67895 -2.89172  -0.377